[1]
60
Properties=species:S:1:pos:R:3:nbo_charge:R:1 method="wB97M-V/def2-TZVPD" homo_energy_ev=-16.96 total_charge=+4 orbital_gap_ev=1.494 energy_ev=-277678.22267
C -2.40027 -1.45868 3.72551 -0.65
C -1.11465 -1.35962 2.66045 -0.29
Br -0.17315 -3.12363 2.71057 0.08
C -0.07795 -0.15089 3.15996 -0.78
Br 1.85014 -0.67965 3.13121 0.12
Si -0.48868 1.46315 2.17209 1.33
O 0.91238 2.30570 1.52965 -1.21
Si 1.20278 1.93669 -0.16323 1.77
Br 2.49317 0.01702 -0.44478 -0.27
C -0.40162 1.85144 -1.25296 -0.95
C -1.02282 0.34470 -1.42686 -0.45
C -1.40099 -0.06695 -2.97933 -0.53
S -2.91751 -1.21908 -2.84117 0.48
C -2.52678 -2.89819 -3.62006 -0.04
S -2.85549 -3.02293 -5.31618 0.64
N -1.93729 -4.08501 -2.89054 -0.43
C -0.66165 -3.74508 -2.14742 -0.31
C 0.06226 -5.21000 -1.80233 -0.08
O -0.84235 -6.15899 -1.12815 -0.45
C -2.08373 -5.51602 -0.66945 -0.10
C -2.87540 -4.66243 -1.85247 -0.28
C 2.21737 3.46307 -0.87103 -0.93
C 3.80856 3.41779 -0.48313 0.10
O 3.99764 4.17167 0.79560 -0.72
C 4.59175 4.32252 -1.65182 -0.26
N 6.04512 4.59679 -1.31582 -0.63
B -1.29692 2.68557 3.48804 0.73
O -0.82177 4.07468 3.64957 -0.94
O -2.39424 2.17244 4.36982 -0.98
H -3.14865 -2.32688 3.42795 0.27
H -2.97461 -0.42197 3.79399 0.19
H -1.97167 -1.68190 4.80930 0.25
H -1.56753 -1.15429 1.59639 0.21
H -0.35901 0.02504 4.30674 0.26
H -1.53860 1.17907 1.20343 -0.16
H -0.06131 2.20116 -2.34193 0.29
H -1.20026 2.66899 -0.91421 0.28
H -0.34009 -0.52040 -1.01310 0.25
H -2.05969 0.34358 -0.83500 0.23
H -0.51856 -0.67857 -3.50005 0.27
H -1.67381 0.85831 -3.66494 0.29
H -0.81762 -3.08006 -1.18842 0.22
H 0.13766 -3.16082 -2.81360 0.25
H 0.29429 -5.68424 -2.87151 0.24
H 1.11039 -5.08591 -1.27859 0.25
H -2.83570 -6.35424 -0.30353 0.27
H -1.87226 -4.84146 0.28641 0.21
H -3.64848 -5.35849 -2.39337 0.28
H -3.47424 -3.79775 -1.29100 0.21
H 2.07707 3.51447 -2.04902 0.28
H 1.70626 4.43360 -0.42192 0.28
H 4.28178 2.34932 -0.43063 0.22
H 4.88967 3.90676 1.21494 0.49
H 4.53500 3.84072 -2.71718 0.26
H 4.04525 5.37856 -1.63011 0.23
H 6.07979 5.56367 -0.87260 0.40
H 6.42837 3.91338 -0.62665 0.38
H 0.05550 4.01128 4.14114 0.49
H -3.24810 2.06941 3.85565 0.56
Zr -1.21873 4.42354 5.98565 1.87

=====

[2]
52
Properties=species:S:1:pos:R:3:nbo_charge:R:1 method="wB97M-V/def2-TZVPD" homo_energy_ev=-11.85 total_charge=+1 orbital_gap_ev=9.062 energy_ev=-103824.86704
C 4.05452 -0.03094 3.75851 -0.19
C 3.32362 0.18203 2.83226 0.10
N 2.49610 0.42277 1.78414 -0.42
C 1.84950 -0.62961 1.18411 0.73
N 2.56432 -1.71724 0.95250 -0.55
C 2.26584 -2.96527 0.26575 -0.07
Br 1.33916 -4.18367 1.48307 0.03
C 1.67084 -2.78927 -1.13633 -0.45
C 0.73089 -3.89528 -1.61204 -0.62
N 0.59205 -0.33726 0.80935 -0.39
C -0.46130 -1.37856 1.01484 -0.24
C -1.85896 -0.82337 0.71740 -0.42
C -2.75396 -1.91405 0.12558 -0.21
N -2.55990 -3.19972 0.79640 -0.85
C 0.23156 0.94115 1.48455 -0.24
C 1.58688 1.58169 1.77737 -0.36
P 2.14655 2.83518 0.53065 1.32
N 3.42745 2.43055 -0.25675 -1.29
H 4.71455 -0.21074 4.57049 0.26
H 3.49245 -1.67024 1.35405 0.44
H 3.23387 -3.44735 0.16227 0.24
H 2.53615 -2.79461 -1.80630 0.24
H 1.21221 -1.80716 -1.24190 0.22
H -0.22550 -3.90358 -1.08504 0.23
H 1.20314 -4.87481 -1.51679 0.22
H 0.53292 -3.74427 -2.67519 0.23
H -0.36911 -1.79693 2.01892 0.21
H -0.28923 -2.19069 0.31933 0.25
H -1.77573 -0.01991 -0.01889 0.23
H -2.31319 -0.40536 1.61970 0.21
H -3.79533 -1.57244 0.13621 0.19
H -2.48249 -2.03353 -0.92970 0.19
H -3.32231 -3.83265 0.59143 0.38
H -2.54582 -3.08275 1.80381 0.35
H -0.26848 0.71097 2.42965 0.21
H -0.39710 1.55937 0.84501 0.27
H 1.58699 2.01783 2.77797 0.26
H 2.19619 4.02264 1.27645 -0.05
H 0.96462 2.92178 -0.21930 -0.06
H 4.17786 3.10542 -0.17657 0.40
C -1.73659 3.06497 -3.36059 -0.63
C -2.29668 2.72728 -1.99071 0.10
C -3.52491 3.55348 -1.65379 -0.63
O -1.28490 2.89849 -0.98122 -0.75
H -1.43745 4.11593 -3.39751 0.20
H -0.85922 2.45712 -3.58090 0.22
H -2.47996 2.89748 -4.13955 0.22
H -2.54870 1.66563 -1.95135 0.17
H -3.27369 4.61747 -1.64536 0.20
H -3.91098 3.29075 -0.66892 0.22
H -4.31442 3.39839 -2.38865 0.22
H -1.04433 3.83286 -0.98844 0.47

=====

[3]
56
Properties=species:S:1:pos:R:3:nbo_charge:R:1 method="wB97M-V/def2-TZVPD" homo_energy_ev=-7.61 total_charge=0 orbital_gap_ev=7.880 energy_ev=-144299.13540 relative_energy_kj_mol=2365.2
C 0.31033 2.64787 -1.47440 -0.28
O -0.76032 1.76393 -1.27238 -0.57
C -0.65520 0.48335 -1.88785 -0.12
C -1.60369 -0.51904 -1.24437 -0.05
O -2.93271 -0.43551 -1.71419 -0.53
C -3.87640 -1.41362 -1.11771 -0.29
H 0.51326 2.84884 -2.52632 0.18
H 1.28179 2.25411 -1.17554 0.17
H 0.13310 3.58462 -0.94600 0.23
H 0.34792 0.11047 -1.68093 0.20
H -0.77434 0.40269 -2.96832 0.20
H -1.69896 -0.26355 -0.18902 0.20
H -1.22144 -1.53402 -1.35311 0.14
H -4.90273 -1.08271 -1.27661 0.21
H -3.93285 -1.46675 -0.03047 0.17
H -3.76343 -2.41333 -1.53712 0.20
Cl 3.93453 -0.98893 1.47776 -0.07
C 3.50003 -2.27253 0.36235 -0.43
C 4.24825 -2.11891 -0.95531 -0.39
Cl 6.02384 -2.37223 -0.64006 -0.08
H 2.42845 -2.16471 0.19450 0.19
H 3.63881 -3.22508 0.87371 0.22
H 4.29820 -1.12628 -1.40285 0.23
H 3.90654 -2.84151 -1.69637 0.23
Cl 1.84965 4.40400 1.63910 -0.02
C 2.97503 3.89629 0.40578 -0.42
C 3.71230 2.60028 0.77973 -0.43
Cl 2.59955 1.27138 0.48650 0.08
H 3.55345 4.76380 0.08804 0.23
H 2.44870 3.61142 -0.50521 0.21
H 3.94974 2.66818 1.84138 0.23
H 4.62118 2.32698 0.24367 0.23
Cl -0.62757 0.83441 2.11288 0.05
C 0.63427 0.52703 0.86448 -0.46
C 0.56456 -1.00131 0.56725 -0.44
Cl 1.67076 -1.36592 -0.76580 0.00
H 1.61996 0.75431 1.27051 0.20
H 0.44167 1.25403 0.07550 0.27
H -0.43023 -1.40324 0.37503 0.15
H 0.97259 -1.61931 1.36706 0.22
Cl -1.95752 -5.30993 0.47241 -0.05
C -2.78533 -4.01518 1.35932 -0.38
C -1.93047 -2.73806 1.42987 -0.51
Cl -1.48413 -2.12083 -0.18457 0.19
H -2.86022 -4.33872 2.39749 0.22
H -3.79388 -3.84181 0.98396 0.22
H -1.01572 -2.99473 1.96416 0.22
H -2.37732 -1.93506 2.01607 0.23
Cl -1.48186 3.60824 1.07504 -0.09
C -2.17390 1.99147 1.00269 -0.41
C -2.92470 1.74031 -0.26535 -0.40
Cl -4.39380 2.73127 -0.35554 -0.11
H -2.89704 1.94558 1.81698 0.20
H -1.33949 1.30248 1.13366 0.14
H -3.18832 0.68357 -0.30913 0.21
H -2.39488 1.91187 -1.20234 0.26

=====

[4]
58
Properties=species:S:1:pos:R:3:nbo_charge:R:1 method="wB97M-V/def2-TZVPD" homo_energy_ev=-0.14 total_charge=-2 orbital_gap_ev=2.886 energy_ev=-53582.33176 relative_energy_kj_mol=249.8
N -2.27693 5.57330 23.78660 -0.86
H -1.91022 6.39329 24.24839 0.48
H -2.83863 5.01794 24.41602 0.47
H -1.56905 5.02470 23.31967 0.45
H -2.95998 5.92402 23.13045 0.44
C 2.92712 8.07655 27.51345 -0.51
C 3.64190 7.50878 26.48909 0.35
C 3.01507 7.10740 25.17711 0.40
O 3.61010 6.42602 24.23597 -0.75
C 1.69343 7.39885 24.92117 -0.56
C 0.81552 7.93734 25.96945 0.44
C 1.47670 8.24899 27.39569 0.42
O 0.80947 8.62064 28.38655 -0.68
O -0.36667 8.18151 25.85095 -0.71
O 4.93861 7.47592 26.71756 -0.75
H 3.38339 8.51495 28.38867 0.19
H 1.21611 7.03928 24.02157 0.16
Cl -4.61640 3.45834 26.75322 -0.99
C -0.44570 1.22083 21.65667 -0.09
C 0.02248 0.83250 20.25906 -0.10
O 1.37065 0.33240 20.34940 -0.71
O 0.11819 2.49011 22.07745 -0.74
H -0.07227 0.41440 22.28780 0.18
H -1.53374 1.28183 21.67952 0.18
H -0.03746 1.66295 19.55559 0.17
H -0.58983 -0.01611 19.95405 0.18
H 1.87026 1.14575 20.45163 0.46
H 1.07607 2.51459 22.01858 0.47
C -3.72137 11.65417 21.21307 -0.10
C -2.32290 11.06305 21.69526 -0.08
O -1.47544 10.88373 20.61556 -0.71
O -4.44162 10.63792 20.46285 -0.73
H -3.38631 12.47563 20.57979 0.16
H -4.16440 12.10863 22.09923 0.19
H -2.47661 10.24093 22.39426 0.18
H -1.84840 11.83633 22.29940 0.18
H -1.87144 10.28600 19.97721 0.46
H -3.89816 10.41962 19.70220 0.47
C -6.86367 7.28626 23.42175 -0.09
C -6.65893 8.28859 24.61039 -0.08
O -5.60953 7.85482 25.49705 -0.71
O -5.65970 7.08317 22.69565 -0.74
H -7.62825 7.60624 22.71385 0.15
H -7.25807 6.31570 23.72272 0.18
H -7.65414 8.27298 25.05471 0.15
H -6.55681 9.27771 24.16395 0.17
H -5.63137 6.89976 25.59170 0.49
H -5.52338 7.87227 22.16619 0.47
C -3.15398 7.11881 18.08307 -0.09
C -2.07113 6.17618 18.46560 -0.09
O -1.70777 6.35686 19.82689 -0.72
O -2.70435 8.44116 17.94046 -0.72
H -3.92576 7.14780 18.85223 0.19
H -3.68239 6.87863 17.16047 0.16
H -1.18318 6.29468 17.84463 0.16
H -2.39628 5.15216 18.28189 0.16
H -0.78107 6.12427 19.92025 0.48
H -2.35123 8.50782 17.05026 0.46